{
  "formula": "C30H50GeNOPdSi4",
  "method": "the ωB97M-V functional and the def2-TZVPD basis",
  "multiplicity": 2,
  "de_lowest_ev": 0.0000,
  "gap_ev": [6.89, 6.28],
  "lumo_ev": [-0.7, -1.2],
  "elements": ["Pd", "C", "Si", "C", "C", "N", "C", "C", "C", "C", "C", "C", "O", "C", "C", "C", "C", "C", "C", "H", "H", "H", "H", "H", "H", "H", "H", "H", "H", "H", "H", "H", "H", "H", "H", "H", "H", "C", "C", "C", "C", "C", "C", "H", "H", "H", "H", "H", "C", "Si", "C", "C", "Ge", "Si", "C", "C", "C", "Si", "C", "C", "C", "H", "H", "H", "H", "H", "H", "H", "H", "H", "H", "H", "H", "H", "H", "H", "H", "H", "H", "H", "H", "H", "H", "H", "H", "H", "H", "H"],
  "xyz": [[0.25, -0.19, 0.17], [-0.86, -4.19, -1.70], [-1.09, -3.00, -0.26], [0.26, -3.32, 0.98], [-2.70, -3.40, 0.59], [-1.09, -1.31, -0.75], [-2.18, -0.74, -1.43], [-3.05, -1.50, -2.21], [-4.16, -0.96, -2.84], [-4.44, 0.39, -2.71], [-3.60, 1.19, -1.95], [-2.49, 0.63, -1.34], [-1.65, 1.37, -0.53], [-1.49, 2.73, -0.65], [-1.44, 3.45, 0.53], [-1.20, 4.82, 0.47], [-1.04, 5.45, -0.75], [-1.09, 4.71, -1.92], [-1.31, 3.34, -1.88], [-0.64, -5.19, -1.32], [-0.04, -3.88, -2.35], [-1.76, -4.26, -2.31], [0.36, -4.40, 1.14], [0.01, -2.86, 1.94], [1.23, -2.94, 0.68], [-2.68, -4.43, 0.95], [-3.57, -3.30, -0.06], [-2.85, -2.75, 1.45], [-2.84, -2.55, -2.34], [-4.79, -1.59, -3.44], [-5.31, 0.83, -3.20], [-3.81, 2.24, -1.82], [-1.56, 2.93, 1.47], [-1.15, 5.39, 1.39], [-0.86, 6.52, -0.79], [-0.95, 5.20, -2.88], [-1.35, 2.76, -2.79], [-0.49, 0.52, 4.77], [0.81, 0.72, 4.31], [1.12, 0.55, 2.96], [0.12, 0.17, 2.08], [-1.19, -0.02, 2.52], [-1.48, 0.15, 3.87], [-0.72, 0.65, 5.81], [1.59, 1.02, 5.00], [2.12, 0.72, 2.62], [-1.98, -0.30, 1.83], [-2.50, 0.00, 4.22], [5.72, -1.07, 0.00], [4.16, -0.54, 0.89], [4.56, 1.04, 1.82], [3.68, -1.93, 2.05], [2.46, -0.17, -0.75], [2.80, 2.00, -1.69], [4.61, 2.19, -2.11], [2.33, 3.32, -0.46], [1.78, 2.17, -3.26], [2.69, -1.77, -2.51], [1.22, -1.59, -3.67], [4.24, -1.36, -3.46], [2.83, -3.53, -1.88], [6.52, -1.21, 0.73], [6.06, -0.32, -0.72], [5.59, -2.01, -0.53], [4.80, 0.83, 2.86], [3.75, 1.78, 1.81], [5.43, 1.52, 1.36], [4.35, -1.95, 2.92], [3.77, -2.89, 1.54], [2.66, -1.84, 2.41], [5.22, 2.19, -1.20], [4.76, 3.16, -2.60], [4.99, 1.42, -2.77], [3.16, 3.53, 0.22], [1.47, 3.02, 0.15], [2.07, 4.25, -0.97], [2.31, 1.77, -4.12], [1.55, 3.22, -3.45], [0.83, 1.63, -3.18], [1.36, -0.72, -4.32], [0.30, -1.45, -3.11], [1.10, -2.47, -4.30], [4.18, -0.37, -3.92], [4.37, -2.10, -4.25], [5.13, -1.38, -2.83], [1.89, -3.88, -1.44], [3.61, -3.62, -1.13], [3.08, -4.19, -2.71]],
  "lowdin_charge": [0.7604, -0.1665, 0.3726, -0.1871, -0.1609, -0.1801, -0.2810, -0.0495, -0.0900, -0.0912, -0.0198, -0.2080, -0.0617, -0.2772, -0.0045, -0.0759, -0.0960, -0.0788, -0.0295, 0.0397, 0.0041, 0.0223, 0.0424, 0.0289, -0.0139, 0.0365, 0.0263, 0.0268, 0.0751, 0.1019, 0.1004, 0.1193, 0.1186, 0.1057, 0.1004, 0.1063, 0.1208, -0.0991, -0.0840, -0.1179, -0.2859, -0.1285, -0.0900, 0.0994, 0.1030, 0.0476, 0.0874, 0.1030, -0.2266, 0.2999, -0.2221, -0.2206, 0.5938, 0.3045, -0.2129, -0.2135, -0.2183, 0.3032, -0.2203, -0.2146, -0.2083, 0.0362, 0.0196, 0.0168, 0.0340, 0.0014, 0.0278, 0.0350, 0.0266, 0.0074, 0.0191, 0.0371, 0.0111, 0.0239, 0.0088, 0.0304, 0.0268, 0.0279, 0.0101, 0.0213, 0.0009, 0.0350, 0.0154, 0.0375, 0.0148, -0.0031, 0.0220, 0.0402]
}

{
  "formula": "C30H50NO15S",
  "method": "the ωB97M-V functional and the def2-TZVPD basis",
  "multiplicity": 1,
  "de_lowest_ev": 0.0000,
  "gap_ev": 7.35,
  "lumo_ev": -4.0,
  "total_charge": 1,
  "elements": ["C", "N", "C", "S", "O", "H", "H", "H", "H", "H", "H", "H", "H", "O", "C", "O", "C", "C", "C", "H", "H", "H", "H", "H", "H", "O", "C", "O", "C", "C", "C", "H", "H", "H", "H", "H", "H", "O", "C", "O", "C", "C", "C", "H", "H", "H", "H", "H", "H", "O", "C", "O", "C", "C", "C", "H", "H", "H", "H", "H", "H", "O", "C", "O", "C", "C", "C", "H", "H", "H", "H", "H", "H", "O", "C", "O", "C", "C", "C", "H", "H", "H", "H", "H", "H", "O", "C", "O", "C", "C", "C", "H", "H", "H", "H", "H", "H"],
  "xyz": [[-0.15, -2.53, -0.34], [-0.55, -2.17, -1.71], [0.38, -1.64, -2.56], [1.96, -2.71, -2.97], [3.02, -2.09, -1.91], [-0.52, -3.51, -0.07], [0.94, -2.54, -0.22], [-0.56, -1.82, 0.38], [-1.15, -2.86, -2.14], [0.91, -0.76, -2.18], [0.01, -1.42, -3.56], [1.58, -3.82, -2.30], [3.61, -2.75, -1.50], [0.40, 1.71, -4.72], [1.33, 1.11, -5.19], [1.33, -0.26, -5.21], [2.60, -0.74, -5.68], [3.22, 0.39, -6.49], [2.63, 1.61, -5.78], [3.21, -0.97, -4.80], [2.43, -1.65, -6.25], [4.31, 0.37, -6.50], [2.87, 0.34, -7.52], [3.25, 1.94, -4.94], [2.45, 2.48, -6.41], [-2.36, -0.56, 2.50], [-2.72, 0.22, 1.68], [-3.06, 1.49, 1.97], [-3.51, 2.18, 0.78], [-2.88, 1.42, -0.38], [-2.85, 0.00, 0.18], [-4.60, 2.14, 0.76], [-3.20, 3.22, 0.87], [-3.43, 1.52, -1.31], [-1.86, 1.78, -0.54], [-3.78, -0.54, -0.02], [-2.03, -0.62, -0.14], [2.80, -4.64, 3.12], [1.97, -3.82, 3.41], [1.20, -3.23, 2.46], [0.35, -2.23, 3.06], [0.24, -2.61, 4.52], [1.59, -3.27, 4.77], [0.83, -1.25, 2.92], [-0.61, -2.23, 2.54], [0.02, -1.76, 5.16], [-0.56, -3.34, 4.65], [2.36, -2.55, 5.07], [1.59, -4.07, 5.50], [-2.83, 6.99, 4.95], [-2.21, 6.05, 4.55], [-2.34, 5.60, 3.28], [-1.60, 4.38, 3.11], [-0.52, 4.41, 4.18], [-1.22, 5.17, 5.30], [-2.29, 3.54, 3.25], [-1.22, 4.37, 2.09], [-0.19, 3.41, 4.46], [0.34, 4.97, 3.82], [-1.79, 4.50, 5.94], [-0.57, 5.78, 5.92], [-1.91, -6.25, 3.41], [-1.07, -7.02, 3.03], [-1.24, -8.36, 3.08], [-0.04, -9.03, 2.64], [0.70, -8.01, 1.78], [0.29, -6.71, 2.44], [0.53, -9.31, 3.53], [-0.35, -9.94, 2.12], [1.77, -8.19, 1.76], [0.32, -8.06, 0.76], [0.96, -6.44, 3.26], [0.20, -5.85, 1.78], [-3.15, 2.60, 6.64], [-4.05, 3.38, 6.50], [-4.27, 4.00, 5.31], [-5.32, 4.98, 5.45], [-6.14, 4.53, 6.65], [-5.08, 3.85, 7.51], [-4.84, 5.95, 5.60], [-5.87, 5.00, 4.51], [-6.64, 5.36, 7.15], [-6.90, 3.81, 6.35], [-4.56, 4.56, 8.17], [-5.42, 3.02, 8.12], [5.98, 1.53, -7.78], [5.63, 1.89, -8.87], [4.71, 1.21, -9.58], [4.54, 1.79, -10.89], [5.02, 3.24, -10.74], [6.09, 3.10, -9.66], [5.16, 1.23, -11.59], [3.50, 1.69, -11.16], [5.38, 3.65, -11.67], [4.20, 3.86, -10.37], [7.07, 2.86, -10.08], [6.21, 3.95, -9.01]],
  "lowdin_charge": [-0.0699, -0.1089, -0.3164, 1.1278, -0.3506, 0.1030, 0.0753, 0.0575, 0.1350, 0.1173, 0.0958, 0.0163, 0.1036, 0.1348, -0.4624, -0.0393, -0.1867, -0.1369, -0.0564, 0.0978, 0.1292, 0.1040, 0.1210, 0.1390, 0.1321, 0.1198, -0.4751, 0.0223, -0.1343, -0.1356, -0.0748, 0.1327, 0.1173, 0.1186, 0.1187, 0.1397, 0.0770, 0.1067, -0.4945, -0.0177, -0.1621, -0.1266, -0.0641, 0.1324, 0.0903, 0.1239, 0.1237, 0.1343, 0.1295, 0.1107, -0.4901, 0.0215, -0.1599, -0.1339, -0.0645, 0.1087, 0.1209, 0.1174, 0.1164, 0.1034, 0.1296, 0.1199, -0.4882, 0.0290, -0.1458, -0.1437, -0.0854, 0.1288, 0.1255, 0.1168, 0.1145, 0.1212, 0.1122, 0.1133, -0.4901, 0.0037, -0.1369, -0.1396, -0.0677, 0.1120, 0.1300, 0.1176, 0.1172, 0.1359, 0.1269, 0.1078, -0.4826, 0.0085, -0.1426, -0.1456, -0.0714, 0.1284, 0.1251, 0.1184, 0.1187, 0.1359, 0.1280]
}

{
  "formula": "C30H50OsP4S",
  "method": "the ωB97M-V functional and the def2-TZVPD basis",
  "multiplicity": 5,
  "de_lowest_ev": 0.9561,
  "gap_ev": [6.13, 4.31],
  "lumo_ev": [-12.1, -15.2],
  "total_charge": 4,
  "elements": ["Os", "P", "P", "P", "H", "C", "C", "H", "C", "C", "C", "C", "C", "C", "C", "C", "C", "H", "H", "H", "H", "H", "H", "H", "H", "H", "H", "H", "H", "H", "H", "H", "H", "H", "H", "H", "H", "H", "H", "H", "H", "H", "H", "H", "H", "H", "C", "C", "C", "C", "C", "C", "S", "H", "H", "H", "H", "H", "H", "C", "P", "C", "C", "C", "C", "C", "C", "C", "C", "C", "C", "C", "C", "H", "H", "H", "H", "H", "H", "H", "H", "H", "H", "H", "H", "H"],
  "xyz": [[0.10, -0.34, -0.04], [-0.51, 1.59, 0.85], [-2.08, -0.81, -0.76], [2.32, 0.33, -0.28], [1.21, -2.31, -6.28], [2.11, -2.20, -5.68], [2.31, -3.01, -4.62], [1.67, -3.90, -4.61], [-0.69, 2.92, -0.38], [-2.06, 1.73, 1.82], [0.65, 2.22, 2.14], [-2.39, -2.50, -1.42], [-3.66, -0.63, 0.20], [-2.37, 0.32, -2.18], [3.51, -0.47, -1.44], [3.27, 0.17, 1.28], [2.61, 2.08, -0.81], [2.86, -1.51, -6.04], [3.17, -2.90, -3.92], [-1.11, 3.81, 0.12], [-1.38, 2.61, -1.18], [0.27, 3.19, -0.82], [-2.01, 2.64, 2.43], [-2.15, 0.88, 2.50], [-2.93, 1.78, 1.16], [0.17, 3.08, 2.63], [1.60, 2.54, 1.71], [0.81, 1.44, 2.89], [-3.30, -2.91, -0.95], [-1.54, -3.15, -1.21], [-2.55, -2.46, -2.51], [-4.24, 0.21, -0.19], [-3.49, -0.47, 1.27], [-4.25, -1.54, 0.09], [-2.76, -0.26, -3.03], [-1.41, 0.75, -2.49], [-3.07, 1.12, -1.92], [4.48, 0.06, -1.46], [3.12, -0.49, -2.47], [3.71, -1.51, -1.13], [4.27, 0.60, 1.16], [3.38, -0.90, 1.53], [2.77, 0.68, 2.11], [3.67, 2.20, -1.10], [2.38, 2.80, -0.02], [1.99, 2.30, -1.69], [-0.13, -1.68, -3.87], [0.08, -0.32, -4.21], [-0.52, 0.18, -5.39], [-1.44, -0.60, -6.11], [-1.76, -1.90, -5.67], [-1.11, -2.45, -4.55], [0.87, -2.65, -2.77], [1.56, -1.72, -2.12], [0.80, 0.28, -3.63], [-0.25, 1.20, -5.72], [-1.88, -0.23, -7.04], [-2.49, -2.51, -6.19], [-1.24, -3.50, -4.25], [-1.32, -2.83, 1.87], [0.16, -1.76, 1.68], [0.23, -1.00, 3.39], [-0.96, -0.64, 4.05], [-0.89, 0.06, 5.26], [0.33, 0.38, 5.82], [1.51, -0.06, 5.22], [1.46, -0.76, 4.02], [1.42, -3.09, 1.98], [2.31, -3.48, 0.97], [3.30, -4.43, 1.25], [3.36, -5.06, 2.50], [2.40, -4.75, 3.47], [1.43, -3.77, 3.21], [-2.24, -2.23, 1.80], [-1.31, -3.34, 2.85], [-1.30, -3.59, 1.07], [-1.93, -0.92, 3.63], [-1.82, 0.36, 5.73], [0.37, 0.97, 6.74], [2.47, 0.16, 5.67], [2.38, -1.15, 3.58], [2.21, -3.08, -0.05], [4.06, -4.69, 0.50], [4.13, -5.79, 2.74], [2.38, -5.26, 4.43], [0.69, -3.53, 3.97]],
  "lowdin_charge": [0.5109, 0.6061, 0.6930, 0.6478, 0.1055, 0.1139, -0.1200, 0.0800, -0.2033, -0.2111, -0.1988, -0.2375, -0.2053, -0.2361, -0.2494, -0.2233, -0.2305, 0.1131, 0.0950, 0.0843, 0.0370, 0.0326, 0.0813, 0.0200, 0.0554, 0.0839, 0.0331, 0.0265, 0.0663, 0.0128, 0.0370, 0.0704, 0.0249, 0.0647, 0.0649, 0.0068, 0.0678, 0.0852, 0.0323, 0.0422, 0.0881, 0.0343, 0.0239, 0.0745, 0.0405, 0.0486, -0.5889, -0.1279, -0.0303, -0.0136, -0.0242, -0.1290, 1.0166, -0.1495, 0.1079, 0.1363, 0.1406, 0.1357, 0.1281, -0.2065, 0.7808, -0.3667, -0.0991, -0.0159, -0.0088, -0.0259, -0.1194, -0.3024, -0.0544, 0.0568, 0.0613, 0.0370, 0.0150, 0.0356, 0.0791, 0.0627, 0.1049, 0.1353, 0.1381, 0.1315, 0.1018, 0.0713, 0.1504, 0.1570, 0.1496, 0.1396]
}